# C41H46AsF6N6O5Ti

C41H46AsF6N6O5Ti as an isolated structure at a distorted geometry (ωB97M-V with the def2-TZVPD basis set, the Open Molecules 2025 dataset).

Atoms and positions in Å:
Ti -0.41039 -0.50510 0.12114
C -2.06619 0.20050 -2.04636
C -2.10769 -0.89070 -1.05196
C -3.22789 -0.53110 -0.16226
C -3.75789 0.65790 -0.57236
C -3.04899 1.10070 -1.75286
C -3.46859 2.29370 -2.55226
C -4.89379 1.41190 0.03754
C -3.75109 -1.44910 0.90264
C -2.17519 -2.29730 -1.63736
C -1.11369 0.19130 -3.20866
H -3.77369 3.12350 -1.91556
H -4.32339 2.03140 -3.17876
H -2.66659 2.62320 -3.20706
H -5.76549 1.36540 -0.61526
H -4.63519 2.46170 0.17914
H -5.16959 0.99820 1.00394
H -4.56449 -2.06470 0.50684
H -4.15429 -0.89240 1.74844
H -2.96429 -2.11770 1.26734
H -2.13699 -3.06150 -0.85986
H -1.36049 -2.45840 -2.34706
H -3.11979 -2.41240 -2.17856
H -1.20399 1.10310 -3.79656
H -1.30969 -0.65410 -3.87586
H -0.07789 0.11310 -2.85016
O 0.07851 -2.22730 0.24264
C 0.37171 -2.90510 1.31504
C 0.32921 -2.38380 2.62324
C 0.96821 -2.99950 3.71574
C 1.01851 -2.37060 4.94604
C 0.35651 -1.15750 5.17334
C -0.29599 -0.54020 4.12884
C -0.28309 -1.09610 2.84284
O -0.80319 -0.45650 1.83074
N 1.80531 -2.94870 5.99304
O 1.85401 -2.36420 7.05844
O 2.39661 -3.98340 5.75254
H 0.72991 -3.92700 1.16914
H 1.48691 -3.93470 3.58004
H 0.39831 -0.70390 6.14934
H -0.80589 0.40230 4.28004
C 1.67241 1.85320 1.39164
C 1.91881 1.10360 0.06864
O 0.81821 0.64850 -0.57826
C 2.75231 1.99710 -0.88976
F 3.99871 2.21540 -0.44186
F 2.21471 3.21520 -1.03776
F 2.84601 1.45610 -2.10356
C 2.79941 -0.12510 0.38604
F 2.97781 -0.87250 -0.70316
F 3.99751 0.10980 0.91894
F 2.13931 -0.89410 1.27964
H 1.10381 2.76040 1.20864
H 2.62071 2.10940 1.85874
H 1.09771 1.21630 2.06574
C 0.59911 -4.49930 -1.87806
As 1.33171 -2.75040 -2.43306
C 3.20531 -3.33800 -2.20136
C 1.20361 -3.12940 -4.44046
C 1.62211 -4.50660 -4.79896
C 0.70431 -5.55490 -4.82356
C 1.11011 -6.85560 -5.05826
C 2.44331 -7.13400 -5.30986
C 3.36211 -6.09890 -5.33236
C 2.95481 -4.80050 -5.08426
H 1.30081 -5.29290 -2.12906
H -0.34269 -4.69670 -2.38176
H 0.41321 -4.51790 -0.80856
H 3.35071 -4.31420 -2.66576
H 3.43481 -3.42370 -1.13816
H 3.90661 -2.63050 -2.64196
H 1.82091 -2.38790 -4.95546
H 0.15901 -2.95930 -4.72156
H -0.34389 -5.33520 -4.66756
H 0.38341 -7.65470 -5.04806
H 2.75841 -8.14710 -5.50216
H 4.40151 -6.30360 -5.54646
H 3.67511 -3.99360 -5.12946
C -0.76739 3.66100 -0.94486
C -1.31599 3.17580 0.34424
N -1.45099 1.92020 0.70644
C -2.11699 1.94060 1.90494
C -2.35649 3.22420 2.28004
N -1.84659 4.01600 1.28004
C -1.81159 5.45740 1.34044
N -1.12069 5.88940 2.52024
N -1.80079 6.31340 3.60504
N -1.02139 6.49120 4.57904
C 0.25291 6.17220 4.20364
C 1.46131 6.15630 4.90164
C 2.57671 5.74290 4.21194
C 2.52111 5.37710 2.85994
C 1.34121 5.39430 2.14814
C 0.20291 5.78050 2.84274
H -0.41339 2.80400 -1.51296
H 0.05611 4.35590 -0.78946
H -1.54809 4.16890 -1.51166
H -2.40899 1.03580 2.40294
H -2.83199 3.65190 3.13984
H -2.82919 5.85690 1.42494
H -1.32089 5.84790 0.44314
H 1.50821 6.44750 5.93814
H 3.53001 5.72080 4.71704
H 3.43191 5.05900 2.37444
H 1.30931 5.12560 1.10344

Properties
* multiplicity: 2
* largest force on an atom: 3.273 eV/Å
* highest occupied orbital energy (alpha / beta): -0.2525 / -0.2814 hartree
* gap between HOMO and LUMO (alpha / beta): 0.2355 / 0.2533 Eh
* LUMO level (alpha / beta): -0.46 / -0.77 eV
* molecular weight: 939.63 g/mol
* DFT total energy: -162699.900 eV

Löwdin population analysis, charges in e, atoms 1 to 2: atom 1 (Ti): 1.09, atom 2 (C): -0.24

=====

# C19H29CoO9P

C19H29CoO9P as an isolated structure at a distorted geometry (ωB97M-V with the def2-TZVPD basis set, the Open Molecules 2025 dataset).

Atoms and positions in Å:
Co -0.97659 0.64529 0.22608
O -1.95249 2.55279 3.86268
C -1.82959 1.69479 2.98538
O -1.63949 1.89689 1.76558
C -1.98369 0.20459 3.45338
C -2.77729 -0.65081 2.44538
C -3.28909 -1.91461 3.17048
C -1.97579 -2.69841 3.32908
C -0.98369 -1.76341 2.60178
O -1.78549 -1.18781 1.59118
C -0.64809 -0.57351 3.51358
C 0.62721 0.13489 2.93918
O 1.58331 0.25229 3.70988
O 0.63361 0.42769 1.71908
H -2.47859 0.22889 4.43108
H -3.51729 -0.10971 1.85648
H -3.99729 -2.45281 2.53788
H -3.76649 -1.68451 4.12128
H -2.01739 -3.66791 2.83228
H -1.69299 -2.84981 4.36928
H -0.11799 -2.26381 2.17118
H -0.40129 -0.88751 4.53268
O -4.12569 1.13519 -2.44252
C -3.12069 0.83149 -1.80762
O -2.45759 1.54159 -1.01062
C -2.48579 -0.61961 -2.00422
O -2.88879 -1.34191 -2.91392
O -1.55379 -0.86601 -1.19022
C 3.39471 0.89769 0.27148
C 2.61601 1.45409 -0.91442
C 2.23951 2.90369 -0.62672
P 1.01311 0.49079 -1.20232
C 0.62201 0.91989 -2.99472
C 1.79251 0.89889 -3.97292
C -0.14069 2.23989 -3.10722
C 1.74241 -1.24151 -1.43982
C 1.66831 -1.96641 -0.09832
C 0.99401 -2.09541 -2.45982
H 4.22281 1.56179 0.52758
H 3.80971 -0.08391 0.05438
H 2.73041 0.82449 1.13008
H 3.24691 1.39939 -1.81182
H 1.46471 2.91689 0.13828
H 1.85791 3.40619 -1.51242
H 3.10331 3.46199 -0.26002
H -0.08369 0.12669 -3.25572
H 2.43601 1.76479 -3.82182
H 1.41891 0.93949 -4.99732
H 2.40051 0.00049 -3.87002
H 0.53951 3.08689 -3.19032
H -0.77639 2.37699 -2.23222
H -0.78109 2.22809 -3.99022
H 2.79221 -1.13071 -1.74942
H 0.62621 -2.21511 0.07918
H 1.99311 -1.33751 0.72428
H 2.26581 -2.88231 -0.11032
H -0.07149 -2.03941 -2.24612
H 1.31261 -3.13661 -2.37072
H 1.16881 -1.78441 -3.48602

Properties
* multiplicity: 4
* charge: -2
* largest force on an atom: 1.938 eV/Å
* highest occupied orbital energy (alpha / beta): -0.0797 / -0.0787 hartree
* gap between HOMO and LUMO (alpha / beta): 0.2560 / 0.2550 Eh
* LUMO level (alpha / beta): 4.80 / 4.79 eV
* molecular weight: 491.34 g/mol
* DFT total energy: -85521.823 eV

Löwdin population analysis, charges in e, atoms 1 to 2: atom 1 (Co): 0.72, atom 2 (O): -0.01